This record from the OMol25 dataset describes a cluster of 9 separate species, C32H68NO16 in total at a distorted geometry. The level of theory is the ωB97M-V functional and the def2-TZVPD basis.

```
117
Properties=species:S:1:pos:R:3:forces:R:3
N -0.351660 -0.422851 -0.043966 2.051 7.283 2.669
H -0.363041 -0.244116 0.961224 0.134 -0.237 0.022
H 0.438327 -0.869997 -0.297799 3.872 -1.643 -1.187
H -0.457994 0.521097 -0.501670 0.465 -0.994 0.357
H -1.052390 -0.927485 -0.285315 -6.364 -4.340 -1.914
O -2.411737 0.021287 -2.167456 1.073 -0.911 -0.313
C -2.586649 1.165335 -2.439898 -1.396 2.850 -1.548
O -2.035807 1.879965 -3.533511 0.286 -2.763 1.316
C -1.238365 1.053491 -4.501410 -3.919 0.749 -2.855
C -0.995320 2.095243 -5.695503 -1.990 1.622 0.336
C -3.636537 1.979752 -1.625427 -1.254 0.300 -1.035
H -1.859184 0.016684 -4.788063 1.595 3.017 0.707
H -0.268078 0.817587 -4.236666 1.722 -0.720 1.675
H -0.471737 1.719163 -6.529853 1.306 -1.106 -0.527
H -0.349186 3.016644 -5.290895 -1.889 -1.921 -0.855
H -1.968839 2.414535 -6.351561 1.902 -0.287 2.439
H -3.392892 3.056737 -1.447670 -0.219 -0.909 -0.689
H -3.540756 1.486640 -0.676706 -0.430 -0.141 0.622
H -4.792380 1.862735 -2.019184 3.189 0.222 0.702
O -1.062390 2.597646 0.025208 -0.880 0.137 0.195
C -1.068559 3.700553 0.496011 2.530 2.301 1.631
O -1.964177 4.261484 1.393699 2.047 -0.731 -1.668
C -3.084999 3.519487 1.736828 -3.786 0.954 -0.843
C -3.904914 4.352947 2.729610 -2.013 3.246 -1.714
C 0.188858 4.771869 0.299322 -0.980 -6.241 -1.063
H -2.917770 2.574676 2.155288 1.033 -1.482 0.532
H -3.741610 3.316543 0.821609 0.948 0.374 1.027
H -5.018972 4.217922 2.734384 0.990 -0.913 -0.095
H -3.985075 5.502171 2.419999 0.860 -2.265 0.327
H -3.592333 4.382019 3.739452 0.669 -0.331 0.987
H 1.164656 4.180931 0.566122 -1.747 1.078 -1.548
H 0.109562 5.478990 0.978646 -0.623 3.459 3.234
H -0.103008 5.156449 -0.655157 1.139 0.212 -0.988
O 6.055947 -0.874839 -1.304450 -0.463 -0.254 2.331
C 6.067818 -0.950661 -0.073329 1.221 -0.213 -2.734
O 5.067278 -1.497286 0.654318 0.201 -0.111 0.178
C 3.935403 -2.024460 -0.042410 -1.814 1.814 -4.994
C 3.040537 -2.886365 0.859705 3.266 0.686 0.812
C 7.258477 -0.408860 0.740256 -0.648 1.074 -0.540
H 4.235691 -2.555698 -1.075887 -0.082 0.506 2.674
H 3.357905 -1.139299 -0.621217 1.041 -1.404 1.887
H 3.885823 -3.656583 1.052384 -2.339 0.178 0.358
H 2.127298 -3.176635 0.336596 0.383 -0.310 0.151
H 2.837845 -2.300503 1.808814 0.009 -0.885 -1.144
H 7.111820 0.714236 0.600768 0.880 -1.249 -0.211
H 8.330614 -0.786345 0.466607 -2.403 0.713 0.412
H 6.957714 -0.501566 1.767800 0.613 -0.560 0.727
O 1.862002 0.281870 2.015915 -0.354 -0.028 4.519
C 1.986851 0.150803 3.275763 0.479 -0.696 -1.435
O 1.169560 0.622184 4.270737 1.566 -0.505 -2.377
C 0.180727 1.622477 3.831661 5.460 1.212 0.149
C -0.059192 2.395676 5.066607 0.562 0.631 2.878
C 3.164680 -0.651366 3.926869 -0.494 0.039 -4.546
H -0.568359 1.010031 3.514258 -2.674 -0.794 -1.398
H 0.804719 2.242093 3.024849 -2.170 -1.178 1.323
H -0.902523 2.986056 4.810685 -0.988 1.002 0.367
H 0.800079 3.114612 5.409334 -1.462 -1.483 -0.998
H -0.315586 1.755542 6.025934 0.401 1.030 -2.184
H 3.685725 -0.080509 4.619981 0.274 0.332 2.214
H 3.920262 -0.748101 3.114985 -0.400 0.398 0.069
H 2.928296 -1.710199 3.970560 -0.310 0.059 1.369
O -3.174308 0.051782 1.426028 -3.064 -0.892 0.515
C -4.353399 -0.149410 1.787056 1.210 -0.245 -0.766
O -5.306640 -0.876541 1.066026 1.411 2.450 3.468
C -4.915297 -1.565081 -0.060398 -0.181 -3.415 -0.228
C -6.107893 -2.529411 -0.338633 3.447 -4.581 1.341
C -4.910112 0.393889 3.130228 4.644 3.091 -3.391
H -3.914376 -2.082555 0.118608 -1.278 0.767 -0.615
H -4.974661 -0.917132 -0.874626 0.965 1.217 -1.506
H -5.979421 -3.243908 -1.173778 0.206 1.210 -0.469
H -6.969388 -2.014381 -0.397023 -2.983 1.755 -0.377
H -6.252514 -3.409593 0.407374 0.334 2.002 -0.219
H -5.881056 0.204329 3.156224 -4.199 -0.944 0.704
H -4.753227 1.575334 2.956487 -0.302 -2.625 1.009
H -4.279649 -0.026347 3.893300 -0.038 0.175 0.549
O -0.575008 -2.939597 1.571143 0.349 -1.284 1.553
C -0.322583 -3.970486 2.185432 0.507 -0.173 0.093
O -0.132842 -4.097679 3.568463 -0.680 -0.067 -4.215
C -0.041196 -2.915701 4.310038 1.846 -1.250 4.024
C -1.403974 -2.527190 4.981887 2.350 0.609 2.478
C -0.022213 -5.298720 1.496395 -7.745 -2.435 6.915
H 0.702301 -2.136942 3.846820 -2.144 -1.149 0.709
H 0.580190 -3.467864 5.200774 -1.113 2.164 -1.579
H -2.082363 -3.279837 5.444651 1.184 -0.119 -0.612
H -1.986194 -1.922462 4.413330 -1.836 1.579 -2.373
H -1.149377 -1.798764 5.824112 -0.066 -1.070 -0.751
H 0.196141 -6.212924 2.213289 -0.852 2.108 -0.622
H 0.766078 -5.339433 1.041723 8.865 0.718 -5.449
H -0.778014 -5.714828 0.853131 -0.682 0.549 -0.299
O 2.019759 1.124771 -1.509305 1.024 0.685 -0.097
C 2.893378 1.975739 -1.472565 0.079 -0.351 1.927
O 2.893966 3.048709 -2.302788 1.230 -0.600 2.969
C 1.979121 3.049015 -3.309317 -0.519 3.045 -2.284
C 1.826925 4.490400 -3.895695 2.544 -2.295 -0.890
C 4.087514 2.007947 -0.389431 0.349 1.283 -2.639
H 1.018864 2.709857 -3.240670 -2.906 -0.819 2.385
H 2.256771 2.331545 -3.968877 1.714 -1.793 -2.885
H 1.494631 5.056523 -3.022241 -0.094 0.734 -0.948
H 1.299876 4.420152 -4.862815 -0.895 0.402 1.010
H 2.838678 4.706528 -4.344323 -0.684 0.690 1.244
H 4.193942 3.035337 0.043753 -1.104 -1.007 0.606
H 5.004600 2.223263 -1.030828 -0.709 -1.406 0.472
H 4.153984 1.092161 0.263721 -0.243 1.336 -0.747
O 1.137290 -2.683180 -2.035595 -0.559 4.138 2.815
C 1.240140 -3.488561 -2.858558 -0.835 -2.008 -3.520
O 0.840493 -3.395171 -4.175719 -0.079 0.575 0.489
C 0.284393 -2.172836 -4.676189 -3.845 -2.652 -2.617
C 0.198825 -2.196299 -6.221194 2.180 -4.403 -0.154
C 1.674231 -4.830494 -2.594723 1.284 -4.358 -0.229
H 0.909635 -1.390854 -4.565893 1.678 2.805 1.761
H -0.857217 -2.050246 -4.570100 1.886 0.018 1.742
H -0.614000 -3.009792 -6.595011 2.210 2.002 0.607
H 1.340531 -2.438971 -6.563461 -2.989 0.479 0.090
H -0.067190 -1.211871 -6.461733 -0.462 1.294 -0.905
H 2.571811 -5.153868 -3.206619 -0.833 0.681 0.656
H 0.896571 -5.557839 -2.979496 0.643 0.833 0.550
H 1.891016 -5.082956 -1.520175 -0.298 0.671 -1.090
```
Positions in Å, forces in eV/Å.

Calculated values
2S+1	1
charge	+1
max |F|	10.7	eV Å⁻¹
highest occupied orbital energy	-12.046	eV
ΔE to the lowest compared entry with this formula, charge and spin	18.6	kcal/mol
HOMO-LUMO gap	10.539	eV